{
  "formula": "C5H14ClO3Y",
  "method": "ωB97M-V/def2-TZVPD",
  "symbols": ["Y", "Cl", "C", "C", "C", "O", "H", "H", "H", "H", "H", "H", "H", "H", "C", "C", "O", "O", "H", "H", "H", "H", "H", "H"],
  "xyz": [[-3.45010, -14.23332, -16.39152], [-4.75056, -12.36495, -14.91565], [-9.91502, -10.95674, -13.40633], [-8.72343, -11.68321, -14.03664], [-8.75791, -11.59220, -15.56879], [-7.49090, -11.08925, -13.59200], [-10.82196, -11.41574, -13.79988], [-9.88006, -9.90938, -13.70616], [-9.94370, -11.19619, -12.34334], [-8.65951, -12.72941, -13.73753], [-9.01939, -10.54907, -15.74653], [-9.55733, -12.20725, -15.98200], [-7.80074, -11.71664, -16.07521], [-6.75930, -11.50344, -14.05547], [-2.39842, -10.91739, -11.94578], [-2.15440, -9.61568, -12.67853], [-2.63893, -8.50833, -11.91096], [-3.73248, -11.37076, -11.99930], [-2.15916, -10.81295, -10.88750], [-1.84193, -11.69691, -12.46613], [-2.53175, -9.44955, -13.68754], [-1.08351, -9.52575, -12.86079], [-3.15137, -8.83841, -11.16931], [-3.95180, -11.55568, -12.91543]],
  "atomic_forces_ev_per_a": [[-1.290, 2.108, 1.686], [1.671, -2.497, -2.155], [0.602, -1.405, -0.232], [-0.133, 2.562, 1.180], [0.147, 0.610, -1.105], [-2.194, -0.322, 0.057], [-0.022, 0.076, -0.220], [-0.048, 0.051, 0.532], [0.069, 0.712, 0.166], [0.188, -0.951, 0.042], [-0.093, 0.090, -0.040], [0.250, -0.263, 0.209], [-0.033, -0.494, 0.035], [0.716, -0.407, -0.397], [-0.435, -0.262, -1.046], [0.100, 1.386, 0.999], [0.607, -0.555, -0.700], [-0.919, 0.044, 0.301], [0.344, -0.169, -0.180], [0.900, -0.123, 0.334], [-0.690, -0.766, -0.309], [0.366, 0.272, 0.498], [-0.199, 0.091, 0.234], [0.097, 0.214, 0.109]],
  "mulliken_spin": [-0.05, 0.00, 0.01, 0.05, 0.18, 0.65, 0.00, 0.00, 0.01, 0.10, 0.01, 0.00, 0.00, -0.01, 0.01, 0.02, -0.05, 0.08, 0.00, 0.02, -0.01, -0.01, 0.00, 0.00],
  "spin_multiplicity": 2,
  "gap_ev": [2.2, 2.5],
  "charge": 3
}



{
  "formula": "C5H14CoO6",
  "method": "ωB97M-V/def2-TZVPD",
  "symbols": ["Co", "C", "O", "O", "O", "C", "C", "O", "H", "H", "H", "H", "H", "H", "C", "O", "H", "H", "H", "H", "C", "O", "H", "H", "H", "H"],
  "xyz": [[-0.58178, 3.51382, -3.04959], [0.30916, 1.60364, -1.77676], [0.73035, 1.95463, -2.95941], [0.95403, 1.01401, -0.90048], [-0.85780, 2.12558, -1.54269], [1.44051, -3.47932, 0.41571], [0.66368, -2.43980, -0.37410], [1.48911, -1.68373, -1.25936], [2.05549, -3.01643, 1.18333], [2.03337, -4.20293, -0.14214], [0.65825, -4.08598, 0.88746], [0.15893, -1.77186, 0.33206], [-0.14487, -2.85411, -0.98430], [1.25421, -0.73672, -1.17220], [2.34382, 0.06670, 2.14305], [1.10942, 0.73129, 1.85697], [2.19436, -0.82659, 2.75573], [2.73724, -0.31577, 1.19362], [3.04103, 0.76472, 2.60714], [1.01530, 0.75124, 0.89121], [-4.04499, 2.36645, 0.10075], [-3.48149, 1.21341, -0.48625], [-4.81127, 2.77659, -0.55863], [-4.43507, 2.11027, 1.08814], [-3.31017, 3.16497, 0.25945], [-2.52084, 1.25591, -0.50870]],
  "atomic_forces_ev_per_a": [[0.834, -3.186, 1.457], [1.097, 0.082, 1.762], [0.007, 1.328, -1.136], [-0.579, 0.044, -1.574], [-1.433, 1.822, -0.587], [-0.912, -0.349, 0.075], [0.139, 0.533, -0.545], [0.031, 0.333, 0.325], [0.066, 0.013, 0.008], [0.089, 0.370, -0.415], [0.217, 0.017, 0.371], [0.128, 0.027, 0.125], [0.069, -0.516, 0.141], [0.300, -0.594, -0.085], [-0.501, -0.121, -0.956], [0.191, -0.282, 0.235], [-0.133, 0.262, 0.310], [0.396, 0.160, 0.181], [0.093, -0.152, 0.063], [-0.104, 0.179, 0.299], [0.599, 0.136, 0.201], [-0.152, -0.225, -0.291], [-0.225, -0.155, 0.151], [-0.318, 0.135, -0.100], [0.081, -0.100, -0.059], [0.016, 0.239, 0.047]],
  "mulliken_spin": [2.51, -0.03, 0.25, 0.02, 0.23, 0.00, 0.00, 0.00, 0.00, 0.00, 0.00, 0.00, 0.00, 0.00, 0.00, 0.00, 0.00, 0.00, 0.00, 0.00, 0.00, 0.00, 0.00, 0.00, 0.00, 0.00],
  "spin_multiplicity": 4,
  "gap_ev": [5.6, 5.6]
}



{
  "formula": "C5H14F2N3O8PS2",
  "method": "ωB97M-V/def2-TZVPD",
  "symbols": ["N", "P", "O", "O", "C", "N", "C", "C", "C", "C", "O", "O", "H", "H", "H", "H", "H", "H", "H", "H", "H", "H", "H", "H", "H", "H", "N", "S", "O", "O", "F", "S", "O", "O", "F"],
  "xyz": [[2.69862, -2.34298, 1.44502], [3.15416, -1.79874, 0.09548], [4.73769, -1.48958, -0.00335], [2.79998, -2.55077, -1.25500], [2.30072, -0.22751, -0.25349], [2.66142, 0.74205, 0.88123], [1.35347, 1.39808, 1.33996], [0.47899, 1.22413, 0.12086], [0.76758, -0.24913, -0.19288], [0.03972, -0.85843, -1.38335], [-0.10817, -2.25923, -1.22301], [-1.13646, -2.45269, -0.24510], [3.37354, -2.63024, 2.13841], [5.01526, -0.84926, -0.66440], [3.42149, -3.24027, -1.50757], [2.61592, 0.22274, -1.19670], [3.29952, 1.45700, 0.54084], [3.10729, 0.24253, 1.65546], [0.98766, 0.78298, 2.16016], [1.55163, 2.41046, 1.68479], [-0.56694, 1.46613, 0.27511], [0.89696, 1.83716, -0.68686], [0.47495, -0.83379, 0.68552], [0.57577, -0.73488, -2.32953], [-0.93270, -0.36977, -1.47884], [-1.93802, -2.39942, -0.78875], [-4.78127, 0.85136, -0.48171], [-5.88320, 1.53422, 0.47369], [-6.16046, 2.88644, 0.12650], [-5.75241, 1.16767, 1.84301], [-7.09683, 0.70158, -0.07123], [-3.31910, 1.34050, -0.39375], [-2.55394, 0.81605, -1.49231], [-2.68551, 1.30932, 0.89619], [-3.39731, 2.89628, -0.71440]],
  "atomic_forces_ev_per_a": [[0.347, 0.379, 0.104], [-0.117, -0.130, -0.149], [-0.094, 0.175, 0.314], [0.104, 0.275, -0.033], [-0.119, -0.097, 0.263], [-0.142, 0.166, -0.114], [-0.084, -0.076, 0.062], [0.510, -0.119, -0.199], [-0.196, 0.004, 0.093], [0.071, 0.172, -0.069], [-0.145, -0.007, -0.077], [0.126, -0.004, -0.033], [-0.137, -0.239, -0.007], [0.061, -0.097, -0.310], [-0.013, -0.292, -0.015], [0.119, 0.005, 0.039], [0.062, -0.036, 0.084], [-0.048, -0.118, -0.030], [-0.013, 0.131, 0.070], [0.071, -0.029, -0.094], [-0.116, -0.095, 0.164], [-0.324, 0.161, -0.058], [-0.080, -0.079, -0.083], [0.086, -0.015, 0.067], [0.085, -0.117, -0.031], [-0.041, 0.007, 0.050], [-0.119, 0.339, 0.249], [0.267, -0.321, -0.137], [-0.050, 0.000, 0.026], [-0.072, 0.015, 0.010], [-0.060, -0.023, 0.002], [0.058, 0.174, -0.165], [-0.105, -0.078, 0.036], [0.026, 0.001, -0.025], [0.080, -0.032, -0.002]],
  "lowdin_charge": [-0.10, 0.48, -0.14, -0.10, -0.25, 0.08, -0.07, -0.10, -0.26, -0.16, -0.15, 0.00, 0.01, 0.08, 0.10, 0.14, 0.17, 0.15, 0.14, 0.14, 0.10, 0.14, 0.15, 0.14, 0.09, 0.11, -0.31, 0.49, -0.28, -0.28, -0.17, 0.47, -0.32, -0.31, -0.18],
  "gap_ev": 7.5
}



{
  "formula": "C5H14IN2",
  "method": "ωB97M-V/def2-TZVPD",
  "symbols": ["C", "C", "C", "C", "C", "N", "N", "I", "H", "H", "H", "H", "H", "H", "H", "H", "H", "H", "H", "H", "H", "H"],
  "xyz": [[-2.55022, -2.26044, -0.23307], [1.13231, 1.70920, -1.39707], [2.29853, 0.98909, 0.74567], [-1.61436, -1.20754, 0.35108], [1.18556, 1.62948, 0.09590], [0.17548, 2.02730, 0.76236], [-0.33308, -0.93162, -0.23043], [-2.90691, 0.54819, 0.18235], [-1.95916, -3.13221, -0.15294], [-2.83126, -1.82511, -1.16306], [-3.50028, -2.27581, 0.47749], [1.53380, 2.75497, -1.65244], [1.77921, 0.81171, -1.75707], [0.12818, 1.56317, -1.87158], [2.36007, 1.52135, 1.65469], [2.03715, -0.05747, 0.89648], [3.24295, 0.95432, 0.27767], [-1.33057, -1.20220, 1.48677], [-0.77843, 2.32179, 0.37244], [0.33693, 2.21146, 1.79262], [-0.39581, -0.86941, -1.30381], [0.17129, -1.83502, -0.15364]],
  "atomic_forces_ev_per_a": [[-0.942, 1.491, 3.382], [0.837, -0.991, -0.847], [-0.110, -0.171, 0.869], [-0.229, 1.578, 2.681], [-1.450, -0.570, -3.056], [-1.131, 1.904, 2.326], [0.648, -1.208, -3.059], [0.214, 0.750, 0.164], [-0.046, -1.613, -0.707], [-0.247, -0.769, -1.145], [1.990, -0.389, -1.642], [-0.260, -1.683, -0.020], [-0.784, 2.044, 0.153], [0.676, 0.451, 0.777], [0.694, -0.031, 1.645], [-0.362, -0.015, 0.260], [0.859, 0.497, -0.968], [-1.243, -0.649, -1.908], [1.867, -0.622, 0.444], [-0.770, -0.670, -1.476], [-0.243, 0.078, 1.871], [0.034, 0.586, 0.255]],
  "lowdin_charge": [-0.19, -0.01, 0.01, -0.84, -0.40, 0.20, -0.07, 0.87, 0.06, 0.03, 0.11, 0.14, 0.13, 0.09, 0.09, 0.12, 0.10, 0.12, 0.07, 0.18, 0.11, 0.10],
  "gap_ev": 9.0,
  "charge": 1,
  "de_lowest_kj_mol": 81.1
}



{
  "formula": "C5H14N",
  "method": "ωB97M-V/def2-TZVPD",
  "symbols": ["C", "C", "C", "C", "C", "N", "H", "H", "H", "H", "H", "H", "H", "H", "H", "H", "H", "H", "H", "H"],
  "xyz": [[2.10882, -0.34312, -1.41833], [0.70259, -0.77065, -0.91014], [0.12077, 0.17777, 0.14363], [-0.62845, 1.27823, -0.49894], [-0.86000, -0.74839, 0.88610], [-1.35730, 0.15768, 2.04005], [2.86938, -0.52670, -0.60538], [2.00901, 0.68216, -1.73790], [2.37969, -0.92954, -2.22419], [0.08664, -0.73134, -1.83843], [0.73936, -1.76245, -0.56884], [0.87865, 0.46339, 0.86295], [0.02457, 2.10114, -0.92716], [-1.30498, 1.91700, 0.00319], [-1.25428, 0.94716, -1.42152], [-1.61076, -1.18484, 0.06697], [-0.42030, -1.71656, 1.20441], [-1.89180, -0.49837, 2.67795], [-2.13898, 0.89663, 1.78944], [-0.45262, 0.59084, 2.47613]],
  "atomic_forces_ev_per_a": [[-0.741, 0.146, 2.938], [1.137, 1.905, -2.109], [-0.765, -2.758, -0.221], [-0.041, 2.017, -3.787], [-0.527, 0.078, -2.264], [-1.849, -0.862, 0.653], [-0.632, 0.676, -0.860], [0.570, 0.429, 0.034], [0.592, -1.170, -1.756], [-0.066, -0.227, 0.865], [0.033, -1.443, 0.533], [0.431, 0.424, 0.033], [-0.196, -1.226, 0.310], [-0.854, 0.262, 1.522], [1.143, 0.118, 1.567], [0.596, 1.689, 2.200], [0.022, 1.079, 0.884], [1.137, 1.161, -0.089], [2.447, -1.501, 0.187], [-2.436, -0.799, -0.641]],
  "lowdin_charge": [-0.06, -0.23, -0.42, -0.09, -0.14, 0.15, 0.10, 0.07, 0.05, 0.13, 0.09, 0.14, 0.12, 0.05, 0.13, 0.19, 0.14, 0.18, 0.21, 0.21],
  "smiles": "CC[C@@H](C)C[NH3+]",
  "gap_ev": 11.3,
  "charge": 1,
  "de_lowest_kj_mol": 155.4
}



For the records above, the corresponding E_tot values read -25082.276, -55320.215, -62653.680, -16485.415, -6894.251 eV.